No. 1
{"formula": "C11H21Cl2INO", "method": "ωB97M-V/def2-TZVPD", "homo_ev": [-8.487, -9.395], "multiplicity": 2, "total_charge": 0, "symbols": ["C", "C", "C", "C", "C", "I", "C", "C", "C", "C", "N", "O", "H", "H", "H", "H", "H", "H", "H", "H", "H", "H", "H", "H", "H", "H", "H", "H", "H", "Cl", "C", "C", "Cl", "H", "H", "H", "H"], "coordinates": [[2.685661, -1.817289, 0.858677], [1.759826, -0.984457, -0.131201], [2.691002, 0.202668, -0.634298], [1.509928, -1.906816, -1.384977], [0.456842, -2.998797, -0.981006], [0.281256, -4.536674, -2.499682], [-0.920675, -2.227881, -0.710443], [-0.701666, -0.743850, -0.220350], [-0.883127, 0.323884, -1.393118], [-1.908364, -0.436455, 0.789615], [0.537404, -0.521124, 0.556694], [0.455518, -0.912714, 1.784448], [3.566848, -2.237522, 0.302330], [3.103902, -1.128435, 1.624234], [2.157765, -2.695549, 1.293539], [3.619908, -0.308653, -1.008464], [2.258972, 0.726183, -1.518452], [3.007383, 0.877122, 0.190630], [2.485796, -2.422948, -1.586659], [1.255084, -1.365839, -2.324547], [0.701938, -3.518509, -0.026012], [-1.443471, -2.184459, -1.701874], [-1.555957, -2.831075, -0.026012], [-0.713865, 1.320363, -0.920265], [-0.221381, 0.130079, -2.263350], [-1.970602, 0.285964, -1.653681], [-2.053949, -1.357865, 1.408547], [-2.860153, -0.286346, 0.221712], [-1.657388, 0.452139, 1.450158], [-0.909300, 2.317321, 1.468346], [-1.606372, 3.886895, 1.947349], [-2.458408, 4.486891, 0.852036], [-1.485094, 5.003263, -0.548026], [-0.788514, 4.549843, 2.226959], [-2.216298, 3.705895, 2.832655], [-2.971157, 5.373170, 1.226256], [-3.209290, 3.781577, 0.498228]], "forces_ev_per_a": [[0.03, 0.12, -0.42], [3.00, 0.01, -0.73], [0.05, -0.99, -0.27], [0.18, -1.22, 0.66], [-0.85, 1.65, 0.54], [-0.01, 0.39, 0.44], [0.92, -0.62, -1.32], [-2.85, 1.06, 0.17], [0.03, -0.55, 1.19], [0.49, -0.68, 0.18], [-0.06, -1.99, -0.21], [0.04, 0.65, -0.20], [-0.86, 0.55, 0.23], [-0.54, -0.71, -0.21], [0.35, 0.91, 0.02], [-0.74, 0.56, 0.30], [0.16, -0.06, 0.88], [-0.51, -0.28, -0.61], [-0.81, 0.56, 0.12], [-0.17, -0.37, 0.79], [0.26, 0.31, -1.00], [0.24, 0.10, 0.91], [0.49, 0.54, -0.34], [0.10, -0.66, -0.75], [-0.56, 0.34, 0.51], [1.07, -0.05, -0.22], [0.11, 0.99, -0.24], [0.83, 0.07, 0.36], [-0.87, -2.05, -1.05], [0.43, 1.34, 0.27], [0.02, 0.20, 0.09], [-0.11, 0.01, 0.12], [0.01, -0.04, -0.03], [-0.03, -0.04, -0.10], [-0.03, -0.03, -0.08], [0.08, -0.02, 0.02], [0.12, -0.01, -0.01]]}

No. 2
{"formula": "C11H21Cl2LuNO", "method": "ωB97M-V/def2-TZVPD", "homo_ev": [-1.686, -1.686], "total_charge": -1, "symbols": ["Lu", "Cl", "Cl", "C", "H", "H", "C", "C", "H", "C", "H", "C", "H", "H", "C", "H", "H", "C", "H", "H", "H", "H", "C", "N", "C", "C", "C", "O", "H", "H", "H", "H", "H", "H", "H", "H", "H"], "coordinates": [[-0.229718, -1.361915, -0.607727], [-0.286043, 0.147385, -2.596167], [-0.270019, -1.761562, 1.911033], [-0.877455, -3.214811, -1.288680], [-0.428042, -4.046805, -0.632943], [-0.270947, -3.453884, -2.244215], [2.238024, -0.473723, 0.218412], [1.962038, -1.481613, -0.554198], [1.703898, -0.232892, 1.179232], [2.290754, -1.546679, -2.033262], [1.396251, -2.423150, -0.271413], [3.725514, -1.053349, -2.199930], [2.113694, -2.552613, -2.413294], [1.651682, -0.919421, -2.696448], [3.890142, 0.324805, -1.561035], [4.355975, -1.780456, -1.686579], [4.045376, -1.046009, -3.252187], [3.357010, 0.481861, -0.133483], [4.946352, 0.587564, -1.553585], [3.381929, 1.048510, -2.194624], [4.172331, 0.341104, 0.597442], [2.998554, 1.510112, 0.038944], [-3.887278, 2.178002, 2.613373], [-3.469116, 1.457869, 1.409738], [-4.501617, 0.837012, 0.605380], [-2.191543, 1.185718, 1.093594], [-1.095674, 1.821003, 1.892721], [-1.956204, 0.380126, 0.126692], [-4.978941, 2.231224, 2.606352], [-3.484221, 3.199862, 2.629238], [-3.566489, 1.662446, 3.531952], [-4.411210, 1.151131, -0.444839], [-4.426015, -0.260016, 0.647529], [-5.467285, 1.155555, 1.001852], [-0.656907, 1.065857, 2.559852], [-0.316409, 2.175315, 1.209513], [-1.458394, 2.666436, 2.491758]], "forces_ev_per_a": [[-4.24, 1.76, 0.46], [-0.42, 0.96, -0.69], [-0.04, 0.08, 0.63], [2.24, -1.92, -0.45], [-1.03, 0.49, -0.28], [-1.04, 0.28, 0.40], [0.97, 2.17, 2.09], [0.40, -2.38, -1.84], [0.82, -0.95, -0.74], [1.02, 0.16, -0.69], [0.67, 0.16, 0.34], [0.11, -0.52, 0.19], [0.34, -0.16, 0.18], [0.22, -0.30, 0.99], [0.13, 0.25, -0.21], [0.33, 0.00, 0.04], [-0.14, 0.16, 0.23], [-0.51, 0.29, 0.00], [0.16, 0.14, -0.14], [-0.08, 0.10, -0.12], [-0.30, -0.14, -0.09], [0.21, -0.17, -0.17], [0.32, 0.02, -0.02], [-0.26, 0.31, 0.36], [-0.21, -0.38, -0.36], [0.62, -2.29, -2.31], [0.14, 0.24, 0.22], [-0.43, 2.04, 2.38], [0.28, 0.06, 0.08], [-0.18, -0.22, 0.02], [-0.10, 0.13, -0.25], [0.00, -0.19, 0.31], [-0.02, 0.32, -0.10], [0.06, -0.11, -0.18], [-0.11, 0.06, -0.23], [-0.15, -0.18, 0.09], [0.21, -0.24, -0.17]]}

No. 3
{"formula": "C11H21Cl4IN4O3P", "method": "ωB97M-V/def2-TZVPD", "homo_ev": -11.802, "total_charge": 1, "symbols": ["C", "C", "C", "N", "N", "N", "C", "P", "O", "I", "N", "C", "O", "C", "C", "O", "H", "H", "H", "H", "H", "H", "H", "H", "H", "H", "H", "H", "H", "Cl", "C", "C", "Cl", "H", "H", "H", "H", "Cl", "C", "C", "Cl", "H", "H", "H", "H"], "coordinates": [[6.447104, 1.223964, 1.732999], [5.566062, 1.548523, 0.524641], [4.264246, 0.769285, 0.444400], [3.521320, 0.737362, 1.707147], [3.714505, 1.462108, 2.763161], [2.849680, 1.119755, 3.674970], [2.069979, 0.151099, 3.177866], [0.617167, -0.723982, 3.970486], [1.282501, -2.146476, 4.387243], [0.522640, 0.521869, 6.051927], [2.490761, -0.079678, 1.923891], [1.929998, -1.023947, 0.946874], [1.213862, -0.325066, -0.027397], [-0.000708, 0.199365, 0.430347], [-0.129994, 1.685374, 0.573195], [-0.922089, -0.520401, 0.737388], [6.276744, 1.959333, 2.508756], [7.499375, 1.245464, 1.489814], [6.205902, 0.260694, 2.172210], [6.115661, 1.259297, -0.365491], [5.388015, 2.609079, 0.412290], [3.611481, 1.243101, -0.283530], [4.444581, -0.235712, 0.086856], [2.239701, -2.135244, 4.497808], [1.300468, -1.748612, 1.452869], [2.723821, -1.529011, 0.417809], [-1.058887, 2.012922, 0.130564], [0.697629, 2.196306, 0.088644], [-0.117079, 1.950467, 1.625243], [-2.550428, 0.387220, -2.958778], [-1.819539, -1.166174, -2.472521], [-2.479000, -2.342072, -3.144657], [-4.141544, -2.588586, -2.559501], [-1.875893, -1.238892, -1.390715], [-0.769924, -1.125157, -2.763896], [-1.923453, -3.252004, -2.924401], [-2.516859, -2.212589, -4.222878], [-8.519456, 1.716183, -2.126113], [-8.333571, -0.011520, -2.522116], [-7.277591, -0.244211, -3.570730], [-7.760459, 0.385891, -5.165864], [-9.301066, -0.387835, -2.842968], [-8.050424, -0.519563, -1.601842], [-7.108972, -1.313170, -3.689231], [-6.336263, 0.225243, -3.296767]], "forces_ev_per_a": [[-0.36, 0.39, 0.24], [0.51, -0.42, 0.05], [0.20, 0.88, -0.61], [-0.26, -0.22, 0.15], [0.39, 0.15, -0.53], [-0.37, -0.10, 0.29], [0.59, 0.23, 0.16], [-0.83, 0.05, 0.39], [0.33, 0.24, -0.63], [0.14, -0.05, -0.26], [-0.38, -0.71, 0.50], [-0.40, 0.05, -1.11], [0.26, 0.52, 0.27], [-2.54, -0.52, 0.90], [1.11, 0.01, -0.73], [1.71, 0.27, -0.48], [0.07, 0.08, 0.22], [0.18, -0.06, -0.16], [0.10, -0.29, -0.06], [-0.09, -0.05, -0.31], [-0.12, 0.26, 0.21], [-0.22, 0.00, -0.09], [-0.03, -0.41, 0.40], [0.09, -0.18, 0.45], [-0.01, 0.01, 0.43], [0.30, -0.16, 0.12], [-0.29, 0.00, 0.00], [0.03, 0.15, -0.08], [-0.14, -0.07, 0.26], [0.03, 0.02, 0.08], [0.16, -0.02, -0.03], [0.01, -0.04, -0.05], [-0.05, -0.01, 0.00], [-0.13, -0.02, 0.00], [-0.01, -0.01, -0.07], [0.01, 0.01, 0.06], [-0.06, 0.04, -0.01], [-0.01, 0.01, 0.00], [-0.01, -0.07, 0.07], [0.08, -0.08, -0.01], [0.01, 0.02, -0.01], [-0.02, 0.06, -0.04], [0.04, 0.01, 0.00], [-0.04, -0.01, 0.01], [-0.01, 0.05, -0.01]]}

Number 1: maximum force 3.1 eV/Å. Number 2: maximum force 4.6 eV/Å. Number 3: maximum force 2.7 eV/Å.